Density functional theory data (ωB97M-V/def2-TZVPD) for a molecular structure, C4H9NO.

Calculated values
- Gap between HOMO and LUMO: 0.307 hartree
- Calculated total energy: -287.5970 hartree
- Charge: 0
- Maximum force: 0.52 eV/A
- Energy above the lowest of the compared OMol25 structures with the same formula, charge and spin: 147.8 kcal/mol

Positions of all 15 atoms, in Å:
C1 -1.57578 -0.89831 -0.10649
C2 -0.52253 0.03958 -0.63168
C3 1.41334 -0.52979 -0.29104
O1 2.38460 0.32802 -0.71805
C4 -0.52265 1.37068 -0.03333
N1 0.43061 0.55437 0.70545
H1 -1.99329 -0.63604 0.88646
H2 -2.40819 -0.88660 -0.81978
H3 -1.22240 -1.93592 -0.06103
H4 1.67564 -1.12361 0.59933
H5 1.23735 -1.21899 -1.11314
H6 2.55315 0.94298 0.00958
H7 -1.36715 1.64534 0.60358
H8 -0.08652 2.22095 -0.55764
H9 0.00381 0.12734 1.52777

Atom charges from the natural (NBO) analysis, given in e for atoms 1 to 2: number 1, C, carries -0.682; number 2, C, carries -0.073

Density functional theory data (ωB97M-V/def2-TZVPD) for a single C10H12O5 molecule at a distorted geometry.

Calculated values
- Structure (SMILES): CC(=O)OCCCCC1=CC(=O)OC1=O
- Gap between HOMO and LUMO: 0.345 hartree
- Calculated total energy: -764.4463 hartree
- Charge: 0
- Maximum force: 1.99 eV/A
- Energy above the lowest of the compared OMol25 structures with the same formula, charge and spin: 0.0 kcal/mol

Positions of all 27 atoms, in Å:
C1 -0.62756 -0.95106 2.26589
C2 -1.43823 -2.01892 1.56561
O1 -2.24673 -2.69519 2.17365
O2 -1.20447 -2.23886 0.24217
C3 -1.29877 -1.09931 -0.61025
C4 -0.15944 -1.10618 -1.61337
C5 1.23546 -1.07612 -1.00773
C6 1.86351 0.32025 -0.80987
C7 0.91750 1.42904 -0.46110
C8 0.80713 1.94861 0.75661
C9 -0.20419 3.04466 0.68569
O3 -0.85494 3.56596 1.55025
O4 -0.35473 3.33931 -0.66188
C10 -0.00974 2.18901 -1.36001
O5 -0.46234 1.92100 -2.43716
H1 -0.51050 -1.23919 3.29363
H2 -1.16193 -0.01346 2.18262
H3 0.33059 -0.83483 1.77726
H4 -2.21867 -1.19131 -1.17511
H5 -1.35467 -0.16864 -0.05601
H6 -0.25863 -2.05800 -2.12411
H7 -0.30625 -0.34122 -2.36137
H8 1.88681 -1.60790 -1.69003
H9 1.28141 -1.63569 -0.08638
H10 2.55393 0.25895 0.01971
H11 2.43827 0.60519 -1.68256
H12 1.35717 1.65388 1.62386

Atom charges from the natural (NBO) analysis, given in e for atoms 1 to 2: number 1, C, carries -0.737; number 2, C, carries 0.802

Density functional theory data (ωB97M-V/def2-TZVPD) for a molecular structure, C3H7O3Sc at a distorted geometry.

Calculated values
- Gap between HOMO and LUMO (alpha / beta): 0.276 / 0.311 hartree
- Calculated total energy: -1104.6244 hartree
- Multiplicity: 2
- Charge: +1
- Maximum force: 4.17 eV/A
- <S²>: 0.75
- Energy above the lowest of the compared OMol25 structures with the same formula, charge and spin: 0.0 kcal/mol

Positions of all 14 atoms, in Å:
C1 0.49275 -2.41222 -0.61302
O1 -0.80101 -1.98155 -0.81275
H1 0.58196 -3.39671 -0.11772
H2 1.06578 -2.44274 -1.55907
H3 1.15855 -1.43896 0.04719
O2 -2.05604 1.60761 -0.50049
C2 -0.95706 1.98107 0.17215
O3 -0.30570 0.70997 0.56031
C3 1.02593 0.64971 0.89602
Sc1 -1.84646 -0.36008 -0.54757
H4 -1.15376 2.48850 1.13708
H5 -0.21781 2.55500 -0.42056
H6 1.73145 0.68710 0.06450
H7 1.28143 1.35330 1.69392

Atom charges from the natural (NBO) analysis, given in e for atoms 1 to 2: number 1, C, carries -0.226; number 2, O, carries -0.896

Density functional theory data (ωB97M-V/def2-TZVPD) for a gas-phase ion, C7H12N (charge +1) at a distorted geometry.

Calculated values
- Gap between HOMO and LUMO (alpha / beta): 0.242 / 0.376 hartree
- Calculated total energy: -328.1327 hartree
- Multiplicity: 3
- Charge: +1
- Maximum force: 5.66 eV/A
- <S²>: 2.01
- Energy above the lowest of the compared OMol25 structures with the same formula, charge and spin: 93.1 kcal/mol

Positions of all 20 atoms, in Å:
C1 1.84199 1.00023 1.41527
C2 0.35518 -1.47090 -0.07848
C3 1.62486 2.11224 0.45175
C4 -0.15342 0.02211 0.06872
C5 -0.25946 -2.26134 -1.08786
C6 -0.57227 0.73323 -1.13174
C7 -1.33916 -0.38827 1.07709
N1 0.85594 0.89326 0.66188
H1 2.37303 0.67171 2.23033
H2 2.21630 2.19938 -0.47873
H3 1.08641 2.94184 0.75697
H4 -0.86356 -3.06383 -0.67383
H5 0.58711 -2.65843 -1.62673
H6 -0.94082 -1.71528 -1.74546
H7 -1.45565 0.23762 -1.72812
H8 0.31092 0.81348 -1.73739
H9 -0.82846 1.70662 -0.70317
H10 -1.06658 -1.06260 1.92806
H11 -2.05379 -1.09325 0.73687
H12 -1.71857 0.38218 1.66454

Atom charges from the natural (NBO) analysis, given in e for atoms 1 to 2: number 1, C, carries 0.299; number 2, C, carries 0.249

Density functional theory data (ωB97M-V/def2-TZVPD) for a molecular structure, C23H25IN5O3PtTe at a distorted geometry.

Calculated values
- Gap between HOMO and LUMO (alpha / beta): 0.175 / 0.122 hartree
- Calculated total energy: -2075.5869 hartree
- Multiplicity: 5
- Charge: +1
- Maximum force: 4.82 eV/A
- <S²>: 6.03
- Energy above the lowest of the compared OMol25 structures with the same formula, charge and spin: 4.9 kcal/mol

Positions of all 59 atoms, in Å:
Pt1 11.90094 10.37074 13.64487
N1 13.44898 11.59191 12.92553
C1 13.16363 12.96887 13.39465
C2 14.41458 13.84664 13.28600
C3 15.11402 13.88631 11.93212
C4 16.52045 13.27269 11.92754
N2 17.06631 12.97153 10.59090
C5 16.78590 11.87624 9.87880
N3 15.90262 10.93692 10.32119
N4 17.31129 11.72170 8.67107
C6 12.62055 12.80104 14.86690
O1 12.98217 13.66343 15.68864
O2 11.84390 11.82423 15.15240
H1 14.31804 11.29148 13.35871
H2 13.52698 11.51960 11.90848
H3 12.39554 13.33836 12.71658
H4 15.07743 13.55148 14.09049
H5 14.06224 14.82984 13.64391
H6 15.19657 14.93604 11.63201
H7 14.52244 13.39375 11.16634
H8 16.57014 12.36873 12.50597
H9 17.26501 13.91300 12.37896
H10 17.70606 13.67485 10.19958
H11 15.74776 10.78352 11.30553
H12 15.68652 10.15883 9.71937
H13 17.88179 12.47014 8.27758
H14 16.96988 11.03564 8.00890
I1 9.73692 8.90991 14.38405
C7 11.12650 7.87444 15.61664
C8 10.59942 6.78758 16.30843
C9 11.38124 6.04155 17.20201
C10 12.71191 6.31705 17.26288
C11 13.31140 7.33870 16.47197
C12 14.70795 7.46990 16.41134
C13 15.27737 8.34720 15.54921
C14 14.49842 9.17191 14.74757
C15 13.12806 9.12465 14.77547
C16 12.51350 8.16610 15.62758
H15 9.54522 6.55882 16.17856
H16 10.93840 5.22652 17.77534
H17 13.40514 5.72236 17.88960
H18 15.37806 6.80600 16.98775
H19 16.37392 8.44703 15.51307
H20 15.05740 9.79853 14.03454
Te1 12.77322 8.75023 11.18091
C17 12.92879 7.19880 9.68525
C18 14.21165 6.78177 9.23228
C19 14.26331 5.91516 8.14356
C20 13.09048 5.38773 7.62007
C21 11.83897 5.74872 8.12957
C22 11.74691 6.68311 9.15811
H21 15.15267 7.11741 9.70219
H22 15.24844 5.55711 7.78625
H23 13.15951 4.68960 6.77340
H24 10.91412 5.30753 7.72156
H25 10.76535 6.99539 9.55194
O3 9.55883 12.72420 10.77713
C23 10.14547 11.86342 11.39594
N5 10.73015 11.05986 12.13234

Atom charges from the natural (NBO) analysis, given in e for atoms 1 to 2: number 1, Pt, carries 0.939; number 2, N, carries -0.835

Density functional theory data (ωB97M-V/def2-TZVPD) for a single C4H10O2S molecule.

Calculated values
- Structure (SMILES): COCCOCS
- Gap between HOMO and LUMO: 0.363 hartree
- Calculated total energy: -707.0254 hartree
- Charge: 0
- Maximum force: 0.21 eV/A
- Energy above the lowest of the compared OMol25 structures with the same formula, charge and spin: 42.6 kcal/mol

Positions of all 17 atoms, in Å:
C1 -0.15794 -1.34349 -1.72959
O1 -0.85250 -0.54532 -0.79329
C2 -0.62015 -0.92074 0.55423
C3 0.65991 -0.33684 1.13050
O2 0.50824 0.99592 1.58284
C4 0.55247 1.98293 0.58220
S1 -1.06351 2.70011 0.14679
H1 -0.41692 -2.40199 -1.60238
H2 -0.46853 -1.01596 -2.72011
H3 0.92898 -1.23434 -1.64020
H4 -0.61508 -2.01570 0.64973
H5 -1.46965 -0.53977 1.12556
H6 0.97063 -0.92120 1.99860
H7 1.46822 -0.38395 0.38872
H8 1.12599 2.82739 0.96828
H9 1.02557 1.60421 -0.32577
H10 -1.57573 1.54873 -0.31613

Atom charges from the natural (NBO) analysis, given in e for atoms 1 to 2: number 1, C, carries -0.249; number 2, O, carries -0.551